Entry 1:
106
Properties=species:S:1:pos:R:3:mulliken_charge:R:1 method="wB97M-V/def2-TZVPD" energy_ev=-131590.4138 total_charge=+4 homo_lumo_gap_ev="3.82 / 3.82" e_lumo_ha="-0.5240 / -0.5241"
Pt 1.003 -0.574 0.290 0.693
O 3.848 2.108 0.411 -0.603
C 3.006 1.353 0.019 -0.727
N 1.849 1.064 0.757 0.506
C 1.789 1.468 2.150 -1.652
C 0.718 0.690 2.846 0.855
C 0.266 1.045 4.107 -0.973
C -0.680 0.263 4.738 -0.735
C -1.152 -0.875 4.093 -1.511
C -0.673 -1.173 2.839 -0.406
N 0.232 -0.400 2.202 0.687
C 2.971 0.684 -1.320 0.923
C 3.842 1.009 -2.334 -0.649
C 3.687 0.379 -3.565 -0.750
C 2.646 -0.519 -3.736 -0.823
C 1.818 -0.812 -2.663 -0.098
N 1.992 -0.234 -1.473 0.517
H 1.582 2.541 2.209 0.904
H 2.758 1.321 2.643 0.391
H 0.671 1.926 4.587 0.682
H -1.035 0.522 5.727 0.537
H -1.869 -1.533 4.563 0.623
H -0.985 -2.073 2.338 0.742
H 4.620 1.738 -2.145 0.676
H 4.369 0.590 -4.378 0.550
H 2.476 -1.007 -4.685 0.560
H 1.008 -1.520 -2.750 0.419
C -4.341 3.523 -2.768 -1.272
C -4.092 2.112 -3.220 0.507
C -4.918 1.552 -4.198 -0.811
C -4.711 0.282 -4.706 -0.842
C -3.645 -0.491 -4.259 -0.932
C -2.809 0.022 -3.282 -0.967
C -3.045 1.300 -2.768 0.775
Sb -1.790 1.968 -1.254 1.615
C -0.283 2.996 -2.180 1.481
C -0.266 2.836 -3.587 -0.857
C 0.633 3.550 -4.350 -1.016
C 1.536 4.401 -3.721 -0.715
C 1.545 4.533 -2.339 -0.685
C 0.669 3.820 -1.533 0.625
C 0.775 3.993 -0.043 -2.107
C -2.768 3.104 0.143 1.298
C -2.489 4.477 0.198 -0.455
C -3.262 5.279 1.017 -0.973
C -4.267 4.708 1.791 -0.747
C -4.521 3.344 1.742 -0.949
C -3.762 2.505 0.938 -0.216
C -4.000 1.021 0.926 -1.259
H -4.871 4.070 -3.545 0.591
H -3.415 4.063 -2.562 0.151
H -4.960 3.555 -1.868 0.321
H -5.731 2.152 -4.588 0.537
H -5.376 -0.100 -5.470 0.479
H -3.476 -1.478 -4.671 0.510
H -1.962 -0.560 -2.935 0.741
H -0.986 2.191 -4.072 0.681
H 0.624 3.462 -5.428 0.540
H 2.245 4.963 -4.314 0.498
H 2.251 5.213 -1.878 0.551
H 1.792 3.776 0.283 0.582
H 0.085 3.359 0.516 0.205
H 0.580 5.029 0.238 0.585
H -1.731 4.924 -0.429 0.634
H -3.095 6.347 1.041 0.519
H -4.854 5.335 2.450 0.476
H -5.318 2.929 2.345 0.525
H -4.873 0.754 1.517 0.603
H -3.141 0.488 1.350 0.089
H -4.178 0.655 -0.092 0.322
C 0.861 -7.201 3.095 -1.245
C 0.943 -5.716 3.425 -0.739
C 0.152 -4.855 2.436 0.234
C 0.815 -4.821 1.045 -0.984
Ge 1.374 -3.146 0.256 0.954
C 3.279 -2.572 1.215 -1.597
C 3.361 -1.807 2.488 1.271
C 4.806 -1.976 3.051 -0.764
C 5.847 -1.221 2.237 -1.101
H 1.398 -7.796 3.831 0.410
H 1.299 -7.428 2.119 0.310
H -0.176 -7.537 3.082 0.324
H 1.987 -5.383 3.448 0.208
H 0.557 -5.542 4.431 0.475
H 0.049 -3.849 2.856 -0.456
H -0.860 -5.254 2.339 0.596
H 0.196 -5.269 0.262 0.435
H 1.756 -5.380 1.040 0.643
H 1.902 -3.509 -1.143 -0.062
H 3.749 -2.114 0.349 0.435
H 3.518 -3.636 1.290 0.613
H 2.661 -2.187 3.236 0.230
H 3.169 -0.743 2.332 -0.861
H 5.052 -3.037 3.115 0.425
H 4.771 -1.601 4.075 0.394
H 6.005 -1.660 1.251 0.290
H 6.810 -1.250 2.746 0.434
H 5.578 -0.168 2.121 0.232
S -2.941 -2.683 -0.933 0.038
C -1.944 -3.470 -2.064 -0.586
C -0.638 -3.277 -1.769 -1.170
N -0.433 -2.508 -0.629 0.533
C -1.602 -2.115 -0.114 0.218
H -2.355 -4.046 -2.878 0.529
H 0.198 -3.686 -2.308 0.636
H -1.700 -1.503 0.760 -0.280

=====

Entry 2:
61
Properties=species:S:1:pos:R:3:mulliken_charge:R:1 method="wB97M-V/def2-TZVPD" de_lowest_kcal_mol=12.1 energy_ev=-35561.8283 total_charge=0 homo_lumo_gap_ev=9.11 e_lumo_ha=-0.0011
C 3.146 -1.288 0.013 -1.424
C 1.736 -1.479 -0.512 1.013
C 0.756 -1.667 0.719 -1.009
C -0.423 -0.754 0.748 1.749
C -0.310 0.360 1.497 -1.017
C -2.098 -2.455 0.392 -1.438
C -1.640 -1.235 0.057 0.169
C -2.296 -0.294 -0.906 -0.842
H 3.778 -0.686 -0.629 0.288
H 3.704 -2.185 0.297 0.371
H 3.087 -0.879 1.045 0.103
H 1.425 -0.697 -1.186 -0.601
H 1.812 -2.373 -1.143 0.670
H 0.409 -2.718 0.783 0.338
H 1.404 -1.418 1.541 0.648
H -1.056 1.137 1.653 0.117
H 0.612 0.567 2.018 -0.157
H -1.703 -3.056 1.188 0.301
H -2.939 -2.851 -0.145 0.426
H -1.559 0.099 -1.622 0.168
H -2.674 0.609 -0.387 0.042
H -3.211 -0.688 -1.349 0.444
H -2.332 0.233 3.286 0.277
H -1.739 -0.689 4.136 0.328
O -2.616 -0.581 3.735 -0.596
H 2.036 -1.664 -3.005 0.399
H 1.951 -2.164 -4.389 0.357
O 1.777 -2.467 -3.486 -0.727
H 2.776 0.885 -2.668 0.293
H 1.574 0.516 -3.545 0.318
O 2.463 0.218 -3.291 -0.692
H -0.906 -1.970 -2.450 0.282
H 0.132 -2.562 -3.468 0.482
O -0.815 -2.271 -3.362 -0.862
H 1.184 3.656 2.202 0.474
H 0.214 4.045 1.030 0.328
O 0.421 4.243 1.946 -0.823
H -1.385 -4.925 -1.098 0.304
H -0.327 -4.782 -1.965 0.293
O -0.414 -4.939 -1.009 -0.598
H -1.088 3.543 2.123 0.331
H -2.647 3.586 2.041 0.271
O -1.880 3.161 1.628 -0.616
H -1.001 0.287 -5.087 0.265
H -0.634 -0.832 -4.013 0.469
O -0.328 0.013 -4.458 -0.660
H 1.862 0.545 4.813 0.295
H 2.718 -0.109 3.623 0.345
O 2.683 0.106 4.554 -0.645
H -3.372 1.746 1.647 0.336
H -4.251 0.737 2.402 0.336
O -3.966 1.661 2.399 -0.732
H 0.849 0.913 -0.987 -0.005
H 0.803 2.355 -0.643 0.470
O 1.456 1.604 -0.697 -0.675
H 1.818 2.080 0.859 0.499
H 2.992 2.939 1.448 0.298
O 2.227 2.416 1.707 -0.676
H -1.265 3.272 -0.118 0.326
H -0.819 3.789 -1.562 0.279
O -0.514 3.368 -0.741 -0.701

=====

Entry 3:
43
Properties=species:S:1:pos:R:3:mulliken_charge:R:1 method="wB97M-V/def2-TZVPD" de_lowest_kcal_mol=52.3 energy_ev=-40430.4823 total_charge=-1 homo_lumo_gap_ev=9.19 e_lumo_ha=0.0852
O -0.003 -0.619 -1.360 -0.926
C -0.010 -1.583 -0.537 0.015
O -1.091 -2.138 -0.251 -0.766
C 1.203 -2.036 0.253 0.301
C 2.366 -2.344 -0.669 -0.641
S 3.545 -3.437 0.310 -0.261
N 1.629 -0.959 1.147 -0.262
H 0.768 -2.887 0.890 0.390
H 2.127 -2.898 -1.605 0.411
H 2.910 -1.554 -1.124 0.175
H 2.717 -4.501 0.578 0.132
H 1.759 -0.070 0.715 0.010
H 2.485 -1.298 1.574 0.361
H -2.827 -1.656 -0.212 0.525
H -3.622 -3.102 -0.416 0.259
O -3.626 -2.188 -0.193 -0.695
H 3.762 2.036 -3.183 0.278
H 2.940 0.803 -2.395 0.349
O 3.093 1.379 -3.133 -0.637
H 0.002 2.183 -1.340 0.259
H 0.719 0.946 -0.857 0.219
O 0.716 1.905 -0.755 -0.424
H 2.489 -1.663 3.579 0.293
H 1.765 -0.395 3.514 0.375
O 2.194 -0.965 4.195 -0.660
H -2.484 2.012 -0.417 0.331
H -2.825 1.910 1.030 0.308
O -2.492 2.554 0.390 -0.597
H -1.013 -1.409 2.016 0.313
H -1.535 -2.284 3.115 0.296
O -1.461 -1.346 2.908 -0.653
H -1.993 3.984 2.245 0.317
H -1.102 2.898 2.797 0.311
O -1.873 3.422 3.015 -0.648
H -2.451 0.200 -0.752 0.265
H -1.552 0.188 -1.905 0.460
O -2.363 0.697 -1.582 -0.740
H 0.601 3.919 0.668 0.297
H 1.458 4.404 -0.486 0.307
O 1.362 4.530 0.447 -0.623
H -3.429 0.512 -3.661 0.330
H -2.026 0.190 -4.143 0.301
O -2.831 0.655 -4.411 -0.657

=====

Entry 4:
11
Properties=species:S:1:pos:R:3:mulliken_charge:R:1 method="wB97M-V/def2-TZVPD" de_lowest_kcal_mol=130.5 energy_ev=-7298.0197 total_charge=0 homo_lumo_gap_ev=9.77 smiles=OC[C@H]1CO1 e_lumo_ha=0.0369
O -1.813 -0.480 -0.605 -0.471
C -1.056 0.580 -0.091 -0.300
C 0.778 0.668 0.368 -0.298
C 1.151 -0.722 0.600 -0.196
O 0.647 -0.409 -0.671 -0.374
H -1.653 -0.661 -1.547 0.325
H -1.014 1.406 -0.783 0.310
H -1.438 0.704 0.895 0.353
H 1.679 1.303 0.110 0.198
H 0.543 -1.331 1.265 0.223
H 2.177 -1.057 0.459 0.230

=====

Entry 5:
86
Properties=species:S:1:pos:R:3:lowdin_spin:R:1 method="wB97M-V/def2-TZVPD" s_squared=3.76 de_lowest_kcal_mol=20.7 energy_ev=-157154.0558 multiplicity=4 total_charge=+1 homo_lumo_gap_ev="6.23 / 6.94" e_lumo_ha="-0.1119 / -0.1138"
V 0.019 -0.044 -0.343 2.716
Br 6.815 2.131 1.469 0.001
C 5.238 1.475 0.675 0.005
C 5.298 0.342 -0.154 0.005
C 4.173 -0.157 -0.755 0.002
C 2.900 0.432 -0.541 0.011
O 1.854 -0.063 -1.127 0.048
C 2.856 1.586 0.296 0.008
C 1.657 2.367 0.461 0.024
N 0.476 1.920 0.207 0.003
C -0.657 2.768 0.117 0.003
C -0.846 3.956 0.761 0.006
C -2.008 4.728 0.496 -0.002
C -2.928 4.314 -0.419 0.004
C -2.757 3.078 -1.102 0.000
C -3.675 2.597 -2.069 0.022
C -3.446 1.403 -2.676 -0.001
C -2.300 0.662 -2.303 0.035
N -1.433 1.066 -1.411 0.012
C -1.643 2.291 -0.800 0.008
C 4.040 2.101 0.872 0.003
H 6.257 -0.130 -0.326 0.000
H 4.223 -1.014 -1.412 0.000
H 1.788 3.408 0.766 0.000
H -0.113 4.323 1.469 0.000
H -2.142 5.667 1.016 0.000
H -3.798 4.919 -0.639 0.000
H -4.545 3.192 -2.318 0.001
H -4.113 1.004 -3.426 -0.001
H -2.112 -0.306 -2.752 0.004
H 3.988 3.000 1.474 0.000
N 0.980 -0.586 2.071 0.009
C 0.594 -1.828 2.657 0.001
C 0.495 -1.929 4.043 0.001
C 0.224 -3.146 4.641 0.000
C 0.089 -4.292 3.865 0.000
C 0.158 -4.182 2.488 0.000
C 0.339 -2.948 1.861 -0.001
P 0.260 -2.738 0.058 0.010
C 1.573 -3.821 -0.563 0.000
C 1.373 -4.942 -1.355 0.000
C 2.463 -5.690 -1.787 0.000
C 3.749 -5.327 -1.426 0.000
C 3.956 -4.205 -0.629 0.000
C 2.873 -3.457 -0.206 0.000
C -1.303 -3.503 -0.510 0.005
C -1.584 -3.348 -1.869 0.006
C -2.751 -3.852 -2.423 0.001
C -3.673 -4.511 -1.621 0.001
C -3.412 -4.660 -0.267 0.001
C -2.237 -4.163 0.283 0.001
H 1.185 0.101 2.784 0.000
H 1.843 -0.697 1.544 0.001
H 0.680 -1.054 4.656 0.000
H 0.165 -3.209 5.720 0.000
H -0.062 -5.257 4.329 0.000
H 0.067 -5.073 1.879 0.000
H 0.372 -5.241 -1.641 0.000
H 2.300 -6.563 -2.405 0.000
H 4.593 -5.914 -1.762 0.000
H 4.958 -3.914 -0.343 0.000
H 3.046 -2.578 0.408 0.000
H -0.874 -2.839 -2.514 0.003
H -2.934 -3.731 -3.483 0.000
H -4.586 -4.906 -2.046 0.000
H -4.122 -5.169 0.373 0.000
H -2.076 -4.273 1.345 0.000
O -1.735 -0.602 0.785 0.030
C -2.795 -0.287 1.344 0.007
C -3.981 -1.206 1.305 0.000
C -4.221 -1.882 2.663 0.001
C -4.979 -1.007 3.657 0.000
C -4.282 0.295 4.042 0.000
C -4.033 1.238 2.870 0.001
N -2.893 0.852 2.039 0.005
H -3.773 -1.942 0.532 0.000
H -4.871 -0.640 1.011 0.000
H -3.259 -2.197 3.082 0.000
H -4.788 -2.798 2.487 0.000
H -5.182 -1.585 4.561 0.000
H -5.958 -0.765 3.229 0.000
H -3.324 0.086 4.530 0.000
H -4.895 0.823 4.775 0.000
H -3.820 2.246 3.221 0.000
H -4.924 1.314 2.241 0.000
H -2.049 1.404 2.086 0.000

=====

Entry 6:
56
Properties=species:S:1:pos:R:3:mulliken_charge:R:1 method="wB97M-V/def2-TZVPD" de_lowest_kcal_mol=24.5 energy_ev=-38494.9153 total_charge=-1 homo_lumo_gap_ev=7.30 e_lumo_ha=0.0727
C 0.085 0.179 0.120 1.464
O -1.119 0.776 0.276 -0.576
H 0.759 0.922 0.480 1.122
H 0.313 -0.236 -0.859 -1.139
H 0.065 -0.581 0.908 -0.248
O -1.052 -2.731 2.564 -0.898
H -1.649 -1.935 2.614 0.385
H -0.124 -2.502 2.753 0.395
O 1.425 -0.255 -3.092 -0.742
H 2.002 0.235 -2.532 0.475
H 0.553 0.127 -3.025 0.371
O -2.337 -0.434 2.395 -0.788
H -1.770 0.027 1.687 0.462
H -2.375 0.262 3.108 0.317
O 0.195 0.923 3.128 -0.637
H 0.731 1.753 3.278 0.341
H 0.209 0.868 2.150 0.144
O -3.278 -0.528 -0.689 -0.786
H -2.907 -1.271 -1.162 0.240
H -2.461 -0.087 -0.348 0.160
O 0.869 -3.859 0.554 -0.838
H -0.086 -3.795 0.661 0.363
H 1.185 -3.092 0.121 0.461
O 1.623 -2.130 2.454 -0.871
H 1.480 -2.940 1.900 0.588
H 1.440 -1.394 1.912 0.127
O 1.554 3.611 0.386 -0.645
H 1.657 3.858 -0.502 0.294
H 2.162 4.167 0.944 0.259
O -0.731 2.272 -1.995 -0.742
H -1.550 2.761 -1.986 0.343
H -0.598 1.949 -1.093 -0.001
O 0.563 -2.603 -2.037 -0.789
H -0.205 -2.738 -1.463 0.396
H 0.490 -1.726 -2.352 0.375
O 2.508 -1.659 -0.207 -0.771
H 2.042 -1.562 -1.021 0.354
H 3.246 -2.248 -0.339 0.186
O -1.226 -0.416 -3.298 -0.520
H -1.107 -0.417 -4.239 0.242
H -2.050 0.105 -3.258 0.276
O -1.680 -2.861 -0.116 -0.545
H -2.124 -3.638 -0.435 0.222
H -1.618 -2.875 0.810 0.358
O -3.119 3.546 -0.855 -0.710
H -2.934 3.029 -0.046 0.337
H -3.887 3.034 -1.247 0.326
O -0.976 3.169 1.427 -0.753
H -0.988 2.278 1.054 0.263
H -0.180 3.594 1.128 0.394
O 2.724 1.538 -1.353 -0.620
H 2.252 2.035 -0.721 0.210
H 2.797 2.141 -2.053 0.324
O 2.893 0.375 1.538 -0.593
H 2.956 -0.195 0.772 0.325
H 3.351 1.174 1.199 0.313

=====

What did the sixth record say?
56
Properties=species:S:1:pos:R:3:mulliken_charge:R:1 method="wB97M-V/def2-TZVPD" de_lowest_kcal_mol=24.5 energy_ev=-38494.9153 total_charge=-1 homo_lumo_gap_ev=7.30 e_lumo_ha=0.0727
C 0.085 0.179 0.120 1.464
O -1.119 0.776 0.276 -0.576
H 0.759 0.922 0.480 1.122
H 0.313 -0.236 -0.859 -1.139
H 0.065 -0.581 0.908 -0.248
O -1.052 -2.731 2.564 -0.898
H -1.649 -1.935 2.614 0.385
H -0.124 -2.502 2.753 0.395
O 1.425 -0.255 -3.092 -0.742
H 2.002 0.235 -2.532 0.475
H 0.553 0.127 -3.025 0.371
O -2.337 -0.434 2.395 -0.788
H -1.770 0.027 1.687 0.462
H -2.375 0.262 3.108 0.317
O 0.195 0.923 3.128 -0.637
H 0.731 1.753 3.278 0.341
H 0.209 0.868 2.150 0.144
O -3.278 -0.528 -0.689 -0.786
H -2.907 -1.271 -1.162 0.240
H -2.461 -0.087 -0.348 0.160
O 0.869 -3.859 0.554 -0.838
H -0.086 -3.795 0.661 0.363
H 1.185 -3.092 0.121 0.461
O 1.623 -2.130 2.454 -0.871
H 1.480 -2.940 1.900 0.588
H 1.440 -1.394 1.912 0.127
O 1.554 3.611 0.386 -0.645
H 1.657 3.858 -0.502 0.294
H 2.162 4.167 0.944 0.259
O -0.731 2.272 -1.995 -0.742
H -1.550 2.761 -1.986 0.343
H -0.598 1.949 -1.093 -0.001
O 0.563 -2.603 -2.037 -0.789
H -0.205 -2.738 -1.463 0.396
H 0.490 -1.726 -2.352 0.375
O 2.508 -1.659 -0.207 -0.771
H 2.042 -1.562 -1.021 0.354
H 3.246 -2.248 -0.339 0.186
O -1.226 -0.416 -3.298 -0.520
H -1.107 -0.417 -4.239 0.242
H -2.050 0.105 -3.258 0.276
O -1.680 -2.861 -0.116 -0.545
H -2.124 -3.638 -0.435 0.222
H -1.618 -2.875 0.810 0.358
O -3.119 3.546 -0.855 -0.710
H -2.934 3.029 -0.046 0.337
H -3.887 3.034 -1.247 0.326
O -0.976 3.169 1.427 -0.753
H -0.988 2.278 1.054 0.263
H -0.180 3.594 1.128 0.394
O 2.724 1.538 -1.353 -0.620
H 2.252 2.035 -0.721 0.210
H 2.797 2.141 -2.053 0.324
O 2.893 0.375 1.538 -0.593
H 2.956 -0.195 0.772 0.325
H 3.351 1.174 1.199 0.313